1.
{"formula": "C5H15N2S", "method": "ωB97M-V with the def2-TZVPD basis set", "de_lowest_ev": 1.016, "total_energy_ha": -706.9393, "charge": 1, "smiles": "C[NH2+]CCNCCS", "homo_lumo_gap_ha": 0.31633, "elements": ["C", "N", "C", "C", "N", "C", "C", "S", "H", "H", "H", "H", "H", "H", "H", "H", "H", "H", "H", "H", "H", "H", "H"], "positions_angstrom": [[-1.7623, 0.7244, 2.8562], [-0.9857, 0.4571, 1.6212], [-1.5198, -0.6440, 0.7785], [-0.3972, -1.3221, -0.0363], [0.7038, -0.3901, -0.2764], [0.9562, -0.0447, -1.7144], [2.3923, 0.3138, -1.9225], [2.7094, 0.8295, -3.6416], [-1.3639, 0.1601, 3.6876], [-1.6755, 1.7661, 3.1615], [-2.8136, 0.5329, 2.6868], [0.0105, 0.3176, 1.8228], [-0.9360, 1.2833, 1.0267], [-2.2158, -0.1720, 0.0815], [-2.1110, -1.3729, 1.3146], [-0.8295, -1.6570, -0.9765], [-0.0270, -2.1843, 0.5077], [1.5773, -0.7565, 0.0800], [0.5931, -0.8541, -2.3530], [0.3461, 0.8250, -1.9427], [2.6656, 1.1061, -1.2244], [3.0408, -0.5474, -1.7935], [1.6421, 1.6291, -3.7436]], "forces_ev_per_angstrom": [[-0.1, 0.8, 0.6], [0.2, 0.2, 0.3], [-0.2, -0.2, -1.5], [0.3, 0.5, 0.3], [0.4, 0.1, -0.5], [-1.1, -0.1, 0.8], [0.2, 0.2, -0.5], [0.0, -0.1, 0.1], [-0.1, -0.5, -0.1], [0.2, 0.1, -0.3], [-0.1, -0.2, 0.0], [-0.1, -0.3, 0.0], [-0.2, 0.1, 0.0], [0.0, 0.1, 0.1], [0.2, 0.0, 0.7], [0.0, -0.2, 0.0], [0.0, -0.2, 0.1], [-0.1, -0.2, 0.1], [0.4, -0.1, -0.1], [-0.2, 0.2, -0.2], [0.2, -0.1, 0.0], [0.1, -0.1, 0.2], [0.0, 0.1, 0.0]], "lowdin_charge": [0.009, -0.008, -0.116, -0.179, -0.084, -0.301, -0.574, 0.737, 0.108, 0.108, 0.105, 0.169, 0.176, 0.138, 0.132, 0.122, 0.125, 0.107, 0.116, 0.102, 0.079, 0.073, -0.143]}

=====

2.
{"formula": "BrIO2S2", "method": "ωB97M-V with the def2-TZVPD basis set", "de_lowest_ev": 0.035, "total_energy_ha": -3818.4891, "multiplicity": 3, "s_squared": 2.008, "homo_lumo_gap_ha": [0.30771, 0.30005], "elements": ["O", "O", "S", "S", "Br", "I"], "positions_angstrom": [[-1.1975, 0.8532, -1.5258], [0.5536, -0.5208, 1.8950], [-2.0507, -0.2512, -1.1157], [0.7304, -0.3683, 0.5107], [2.1966, -1.9748, -0.2759], [2.2329, 1.5638, 0.1971]], "forces_ev_per_angstrom": [[0.8, 1.2, -0.5], [-0.4, -0.5, 2.7], [-1.1, -1.2, 0.3], [1.1, 0.2, -2.7], [-0.4, 0.3, 0.2], [-0.1, 0.0, -0.1]], "lowdin_charge": [-0.711, -0.593, 0.721, 0.000, 0.165, 0.418]}

=====

3.
{"formula": "C5H8ClN", "method": "ωB97M-V with the def2-TZVPD basis set", "de_lowest_ev": 2.919, "total_energy_ha": -710.1451, "smiles": "C=C=C.CC#N.Cl", "homo_lumo_gap_ha": 0.36214, "elements": ["C", "C", "C", "H", "H", "H", "H", "C", "C", "N", "H", "H", "H", "Cl", "H"], "positions_angstrom": [[-1.6769, -0.5410, 1.2609], [-1.3203, -0.3891, -0.0201], [-1.2235, -0.5156, -1.2909], [-2.1869, -1.4685, 1.6910], [-1.4531, 0.1242, 2.0321], [-1.9952, -0.3416, -2.0340], [-0.3865, -0.9847, -1.8039], [1.3475, 2.7854, 1.3842], [1.2031, 1.4370, 0.9960], [1.1800, 0.4538, 0.4298], [1.8699, 3.0428, 0.4890], [0.3247, 3.1588, 1.3908], [1.8966, 3.0534, 2.2633], [0.8849, -5.0388, -3.9435], [1.5359, -4.7761, -2.8446]], "forces_ev_per_angstrom": [[-0.3, -1.7, -1.7], [-1.9, -1.1, 3.1], [0.4, -0.7, -2.1], [0.8, 1.1, -1.3], [0.5, 1.4, 0.8], [-0.4, 0.6, 0.5], [0.4, 0.2, 0.6], [-1.0, 0.6, -0.3], [0.5, -0.9, 0.8], [0.2, -1.6, -0.5], [0.4, 1.6, -0.4], [0.2, 0.7, 0.1], [0.2, -0.3, 0.5], [0.4, 0.2, 0.6], [-0.4, -0.1, -0.6]], "lowdin_charge": [-0.024, -0.231, -0.036, 0.082, 0.006, 0.060, 0.059, -0.052, -0.298, 0.169, 0.087, 0.095, 0.083, 0.230, -0.231]}

=====

4.
{"formula": "C3H10NOS", "method": "ωB97M-V with the def2-TZVPD basis set", "de_lowest_ev": 3.540, "total_energy_ha": -648.4015, "charge": -1, "homo_lumo_gap_ha": 0.23484, "elements": ["C", "S", "C", "H", "H", "H", "H", "H", "H", "N", "C", "O", "H", "H", "H", "H"], "positions_angstrom": [[0.8336, -0.8804, -1.6302], [2.0591, -0.6037, -0.1926], [1.4978, 0.7800, 0.7158], [-0.0012, -0.5329, -1.1021], [1.2314, -0.0793, -2.3909], [0.7645, -1.8044, -2.2093], [2.4420, 1.5922, 0.6582], [1.1169, 0.4308, 1.8105], [0.5926, 1.3094, 0.3950], [-3.2051, 0.2512, 0.9731], [-1.6463, 0.1364, 0.7555], [-1.3774, 0.8040, -0.4256], [-3.8499, -0.4338, 0.5939], [-3.4368, 1.1032, 0.5851], [-1.3141, -1.0092, 0.6946], [-1.1462, 0.6770, 1.5932]], "forces_ev_per_angstrom": [[3.0, 2.7, -1.1], [0.6, -2.3, -1.4], [0.6, 2.3, 2.5], [-2.2, 0.5, -0.2], [-1.3, -1.4, 1.2], [0.3, -0.3, 1.0], [-2.6, -2.1, 0.8], [1.6, 1.0, -2.2], [0.1, -0.3, -0.9], [1.5, -2.2, 2.4], [-1.3, 0.3, -3.0], [0.4, -0.9, 1.4], [0.8, -0.3, -0.3], [-0.3, 2.1, -1.1], [-0.8, 1.7, 0.6], [-0.5, -0.7, 0.2]], "lowdin_charge": [-0.355, 0.620, -0.558, -0.075, 0.050, 0.020, 0.071, 0.062, -0.006, -0.044, -0.510, -0.410, 0.007, -0.029, 0.102, 0.054]}

=====

5.
{"formula": "C16H24BF14NO12S2Zr", "method": "ωB97M-V with the def2-TZVPD basis set", "de_lowest_ev": 1.776, "total_energy_ha": -3847.3548, "charge": 2, "homo_lumo_gap_ha": 0.19004, "elements": ["Zr", "N", "S", "O", "O", "F", "S", "O", "O", "F", "B", "H", "H", "H", "H", "C", "C", "O", "C", "O", "C", "F", "F", "F", "H", "H", "H", "H", "H", "C", "C", "O", "C", "O", "C", "F", "F", "F", "H", "H", "H", "H", "H", "C", "C", "O", "C", "O", "C", "F", "F", "F", "H", "H", "H", "H", "H", "C", "C", "O", "C", "O", "C", "F", "F", "F", "H", "H", "H", "H", "H"], "positions_angstrom": [[15.8715, -15.5213, 23.3173], [16.4350, -13.8148, 24.3232], [16.1274, -13.2104, 25.7719], [14.9687, -12.3736, 25.8292], [17.1100, -13.1420, 26.7871], [15.4009, -14.6627, 26.1019], [17.1787, -12.2349, 23.9188], [18.4655, -11.9344, 24.4635], [16.2401, -11.1853, 23.7446], [17.4895, -12.6811, 22.4346], [16.5645, -15.6594, 21.2720], [17.0584, -15.5647, 20.2523], [15.4554, -15.7181, 21.2973], [16.9744, -16.5195, 21.8455], [16.9188, -14.7623, 21.8436], [10.7219, -13.3801, 20.9953], [11.9289, -13.4178, 21.9528], [12.9244, -12.5462, 21.3951], [14.1952, -12.7168, 21.5106], [14.7277, -13.5284, 22.2619], [14.9955, -11.8530, 20.4855], [15.7402, -12.7066, 19.7529], [14.1989, -11.2757, 19.6069], [15.7850, -11.0224, 21.1383], [10.4126, -12.3299, 21.0196], [9.9020, -14.0186, 21.3072], [10.9455, -13.4384, 19.9302], [12.1681, -14.4768, 22.0923], [11.6988, -13.0628, 22.9567], [17.7351, -19.5106, 15.1886], [19.0052, -18.6653, 15.3233], [18.9019, -17.6620, 16.3565], [18.2183, -16.5610, 16.1422], [17.5184, -16.3374, 15.1948], [18.1917, -15.5569, 17.3067], [19.0489, -15.9822, 18.2501], [18.5985, -14.3308, 16.9924], [16.9328, -15.4825, 17.7276], [17.4977, -20.0095, 16.1337], [18.0762, -20.3624, 14.5951], [16.8406, -19.0330, 14.8039], [19.0569, -18.1492, 14.3638], [19.8580, -19.3202, 15.4595], [17.4343, -19.8010, 20.0126], [16.6395, -20.0600, 21.3112], [15.2476, -20.0180, 21.0432], [14.4492, -19.0454, 21.3794], [14.8127, -18.0169, 21.9157], [12.9533, -19.2929, 21.0068], [12.3984, -18.1134, 20.7186], [12.8778, -20.0155, 19.8947], [12.3410, -19.9182, 22.0137], [18.5002, -20.0048, 20.0918], [17.2837, -18.7537, 19.7508], [17.0424, -20.4877, 19.2635], [16.9849, -19.3689, 22.0828], [16.8278, -21.0656, 21.6829], [20.1039, -15.9551, 27.4199], [19.1590, -16.1834, 26.2994], [19.8736, -15.7950, 25.0627], [19.4093, -15.8352, 23.8820], [18.1845, -15.7996, 23.6585], [20.3641, -15.6739, 22.6885], [19.8732, -16.2589, 21.6075], [20.4264, -14.3569, 22.4081], [21.5851, -16.1110, 22.9159], [20.3439, -14.9308, 27.6987], [21.0282, -16.5273, 27.3185], [19.7468, -16.3696, 28.3678], [18.3358, -15.4692, 26.3440], [18.8742, -17.2232, 26.1515]], "forces_ev_per_angstrom": [[1.7, 1.1, -1.9], [2.4, 3.7, -0.5], [-5.7, -2.5, 6.0], [1.5, -0.1, -0.8], [0.8, 0.1, -1.3], [0.0, -1.0, -0.1], [2.7, 2.5, -5.5], [-1.4, -1.6, 0.5], [-0.3, -1.1, 0.9], [0.1, -0.3, 0.5], [1.0, -0.1, -2.6], [0.4, 0.0, -1.2], [-3.5, 0.1, 0.3], [0.9, -2.6, 2.0], [0.7, 2.8, 1.9], [0.4, 2.1, 0.3], [-1.7, -1.2, 0.1], [0.9, 0.0, -0.5], [-1.2, -0.3, -0.3], [0.5, -1.3, 0.7], [0.1, -0.8, -0.7], [0.3, -0.2, 0.6], [0.0, 0.6, 0.8], [-0.3, 0.3, -0.5], [-0.6, -0.1, 0.3], [0.1, -0.1, 0.0], [0.4, -0.9, 0.1], [1.2, 0.2, -0.3], [-0.2, 0.3, -0.2], [0.9, -1.0, 1.0], [-2.1, 0.4, -1.5], [1.1, -0.1, 1.1], [-1.1, -0.3, -1.3], [0.2, 0.2, -0.2], [1.6, -0.4, -0.6], [-0.7, 0.0, 0.9], [-0.3, -0.1, -0.4], [-0.1, 0.0, 0.8], [-0.1, 0.3, 0.2], [-0.5, 0.2, -0.5], [0.2, 0.2, -0.2], [0.6, 0.2, 0.1], [0.2, 0.5, 0.6], [-0.9, -0.2, 0.5], [2.2, -0.2, -0.2], [-1.7, 0.0, -0.1], [1.0, -0.4, -0.1], [0.0, 1.0, 1.0], [0.5, -0.2, -0.9], [-0.2, 0.0, 0.8], [0.0, -0.3, 0.4], [0.1, 0.5, -0.4], [0.0, 0.0, 0.4], [0.1, -0.1, -0.4], [0.0, 0.3, -0.3], [-0.6, 0.2, 0.1], [-0.1, 0.0, -0.1], [1.0, -0.7, 1.5], [-0.4, 1.1, -0.2], [1.8, -0.7, -1.1], [-1.4, 0.9, 1.4], [-1.5, -0.9, -0.1], [1.1, 1.1, -0.9], [-0.4, -0.5, 0.1], [-0.2, -0.2, 0.5], [-0.3, -0.2, 0.3], [-0.1, 0.2, -0.7], [0.1, 0.2, -0.5], [-0.7, -0.1, -0.3], [-0.3, -0.4, 0.2], [-0.2, 0.1, 0.1]], "lowdin_charge": [2.097, -0.448, 0.511, -0.168, -0.154, -0.244, 0.595, -0.149, -0.165, -0.150, -0.372, 0.082, 0.018, 0.008, -0.003, -0.031, -0.164, 0.103, -0.305, -0.016, -0.531, 0.173, 0.224, 0.203, 0.090, 0.093, 0.092, 0.115, 0.140, -0.059, -0.168, 0.034, -0.404, 0.176, -0.551, 0.142, 0.188, 0.164, 0.067, 0.087, 0.081, 0.128, 0.128, -0.024, -0.178, 0.080, -0.338, 0.049, -0.538, 0.173, 0.200, 0.200, 0.092, 0.073, 0.089, 0.111, 0.138, -0.043, -0.121, 0.114, -0.304, -0.067, -0.539, 0.199, 0.190, 0.230, 0.102, 0.101, 0.105, 0.104, 0.145]}

=====

6.
{"formula": "C3H4NO3", "method": "ωB97M-V with the def2-TZVPD basis set", "de_lowest_ev": 3.984, "total_energy_ha": -397.1574, "charge": -1, "homo_lumo_gap_ha": 0.24402, "elements": ["C", "C", "C", "N", "O", "O", "O", "H", "H", "H", "H"], "positions_angstrom": [[0.3138, 1.4911, -0.6155], [-3.0948, -0.1273, -0.2308], [-1.8404, 0.3005, -0.4922], [-0.8240, 0.9469, -0.3458], [1.9269, -1.8984, -0.5295], [-3.5111, -1.2586, 0.0742], [1.3742, 0.8689, -0.6504], [0.4020, 2.6270, -0.5742], [-3.8526, 0.7693, -0.4750], [1.1125, -2.4637, -0.7974], [1.6065, -0.9752, -0.5004]], "forces_ev_per_angstrom": [[0.9, 1.3, 0.5], [-1.0, 1.2, 0.0], [-1.1, -0.1, -1.1], [-0.3, 1.0, 0.8], [-2.0, -1.8, -0.6], [-0.4, -0.5, 0.0], [1.5, -0.7, -0.2], [-0.8, -1.0, -0.4], [1.2, -1.3, 0.4], [2.1, 1.7, 0.8], [-0.1, 0.2, -0.2]], "lowdin_charge": [-0.441, -0.467, -0.064, 0.087, -0.145, -0.159, -0.087, 0.124, 0.116, 0.069, -0.032]}

=====

7.
{"formula": "C24H21BiBr3N7O6", "method": "ωB97M-V with the def2-TZVPD basis set", "de_lowest_ev": 0.000, "total_energy_ha": -9698.4154, "homo_lumo_gap_ha": 0.30886, "elements": ["Bi", "N", "N", "C", "N", "N", "N", "O", "O", "H", "H", "H", "H", "H", "C", "C", "C", "C", "C", "Br", "N", "C", "H", "H", "H", "H", "H", "H", "Br", "C", "C", "C", "C", "C", "C", "C", "C", "C", "C", "H", "H", "H", "H", "H", "H", "Br", "C", "C", "C", "C", "C", "C", "C", "O", "O", "H", "H", "H", "H", "O", "N", "O"], "positions_angstrom": [[0.6905, -0.3010, 0.8055], [-2.7253, -2.0350, 1.7318], [-2.5257, -3.4157, 1.8143], [-1.3031, -3.9077, 2.0551], [-1.1690, -5.2374, 2.1584], [-0.3253, -3.0038, 2.0769], [0.9101, -3.4022, 2.4130], [1.7695, -2.5437, 2.2453], [1.1727, -4.5104, 2.8806], [-3.6640, -1.8069, 2.0223], [-2.5287, -1.6819, 0.7995], [-3.2779, -4.0547, 1.6105], [-1.9695, -5.8420, 2.1402], [-0.2720, -5.5713, 2.4814], [-3.0968, 4.2420, -0.2438], [-2.6082, 3.3151, 0.8349], [-2.1836, 3.7841, 2.0758], [-1.7303, 2.9030, 3.0369], [-1.7243, 1.5584, 2.7030], [-1.0088, 0.2896, 3.9330], [-2.1124, 1.0742, 1.5478], [-2.5476, 1.9469, 0.6316], [-3.7725, 4.9940, 0.1639], [-3.6245, 3.6918, -1.0226], [-2.2614, 4.7654, -0.7134], [-2.1750, 4.8493, 2.2766], [-1.3569, 3.2381, 3.9927], [-2.8459, 1.5206, -0.3211], [1.0643, -2.5764, -1.1035], [2.9661, -2.5083, -0.9693], [3.6484, -3.5161, -1.5796], [5.0567, -3.5184, -1.5479], [5.7152, -2.5112, -0.9109], [5.0093, -1.4633, -0.2717], [5.7222, -0.4328, 0.3897], [5.0632, 0.5797, 1.0101], [3.6503, 0.6058, 1.0093], [2.9068, -0.3636, 0.3883], [3.5863, -1.4339, -0.2781], [3.1116, -4.3044, -2.0887], [5.5992, -4.3196, -2.0317], [6.7981, -2.4940, -0.8825], [6.8050, -0.4756, 0.3929], [5.6121, 1.3643, 1.5150], [3.1506, 1.4177, 1.5195], [-3.9447, 3.8531, -5.4965], [-3.0282, 2.7107, -4.2941], [-1.9092, 3.1857, -3.6298], [-1.2460, 2.3468, -2.7463], [-1.7101, 1.0544, -2.5287], [-2.8349, 0.5965, -3.2033], [-3.4987, 1.4213, -4.0976], [-1.0402, 0.1774, -1.5145], [-1.6050, -0.8253, -1.0732], [0.1296, 0.5774, -1.1418], [-1.5634, 4.1960, -3.7994], [-0.3696, 2.6894, -2.2109], [-3.1841, -0.4103, -3.0150], [-4.3730, 1.0747, -4.6307], [0.9453, 3.8627, 0.8180], [1.1706, 2.7434, 0.4684], [0.8618, 1.8374, 1.4042]], "forces_ev_per_angstrom": [[-0.1, 0.5, 0.1], [0.1, 0.0, -0.1], [-0.2, 0.0, 0.0], [0.0, 0.0, 0.0], [0.0, 0.0, 0.0], [-0.2, -0.1, 0.1], [0.1, 0.1, 0.1], [0.3, 0.0, 0.0], [0.1, 0.0, 0.0], [0.0, 0.0, 0.1], [-0.1, 0.0, -0.1], [0.0, 0.0, -0.1], [0.0, 0.0, 0.0], [0.0, 0.0, 0.0], [0.1, 0.0, 0.0], [-0.1, 0.0, 0.0], [0.1, 0.0, 0.0], [0.0, 0.0, 0.0], [0.0, -0.1, -0.1], [0.0, 0.1, 0.1], [-0.1, 0.1, 0.0], [0.0, 0.0, 0.1], [0.0, 0.0, 0.0], [0.0, 0.0, 0.0], [0.0, 0.0, 0.0], [0.0, 0.0, 0.0], [0.0, 0.0, 0.0], [-0.1, 0.0, 0.1], [0.1, -0.2, -0.1], [-0.1, 0.0, 0.0], [0.1, 0.0, 0.0], [0.0, 0.0, 0.0], [0.0, 0.0, 0.0], [0.0, 0.0, 0.0], [0.0, 0.0, 0.0], [0.0, 0.0, 0.0], [0.0, 0.0, 0.0], [0.0, -0.2, -0.2], [0.1, 0.1, 0.0], [0.0, 0.0, 0.0], [0.0, 0.0, 0.0], [0.0, 0.0, 0.0], [0.0, 0.0, 0.0], [0.0, 0.0, 0.0], [0.0, 0.0, 0.0], [0.0, 0.0, 0.0], [0.0, 0.0, 0.0], [0.0, 0.0, 0.0], [0.0, 0.0, -0.1], [0.1, 0.0, -0.1], [0.0, 0.0, 0.0], [0.0, 0.0, 0.0], [0.0, -0.1, -0.1], [0.0, -0.1, 0.1], [0.0, -0.1, 0.2], [0.0, 0.0, 0.0], [0.0, 0.0, 0.0], [0.0, 0.0, 0.0], [0.0, 0.0, 0.0], [0.1, -0.2, 0.0], [-0.1, 0.1, 0.0], [0.0, 0.1, 0.0]], "lowdin_charge": [1.746, 0.054, -0.013, -0.394, 0.190, 0.090, -0.439, -0.058, 0.028, 0.093, 0.053, 0.148, 0.113, 0.085, -0.036, -0.241, -0.020, -0.099, -0.777, 0.715, 0.017, -0.088, 0.082, 0.075, 0.086, 0.125, 0.106, 0.108, 0.873, -0.556, -0.131, -0.075, -0.033, -0.159, -0.033, -0.064, -0.124, -0.292, -0.222, 0.097, 0.106, 0.113, 0.113, 0.107, 0.075, 0.735, -0.691, -0.121, -0.011, -0.155, -0.011, -0.117, -0.672, -0.065, -0.248, 0.105, 0.122, 0.120, 0.100, -0.025, -0.183, -0.424]}